Molecular formula: C30H19BrClN2O9P
Method: DFT, the ωB97M-V functional and the def2-TZVPD basis

Properties
- HOMO energy (eV) = -9.39
- LUMO (eV) = -0.9
- SMILES = NC(=O)O[C@@](Br)(ON=O)P(O)Cl.O=C1c2ccccc2C(=O)c2ccccc21.O=C1c2ccccc2C(=O)c2ccccc21
- Kohn-Sham gap (eV) = 8.4
- spin multiplicity = 1

Atoms and positions in Å:
N 5.973 6.062 -5.239
C 7.017 5.193 -5.647
O 8.081 5.608 -5.865
O 6.815 3.846 -5.867
C 5.914 3.226 -5.006
Br 4.027 3.521 -5.486
O 6.079 1.797 -5.116
N 7.392 1.435 -5.442
O 7.525 0.283 -5.349
P 6.255 3.677 -3.175
O 7.587 2.797 -2.749
Cl 4.679 2.951 -2.073
H 5.913 6.849 -5.872
H 6.126 6.394 -4.295
H 8.366 3.264 -3.088
O -2.867 -0.842 -0.554
C -2.048 -0.055 -0.983
C -2.327 1.406 -0.987
C -3.531 1.873 -0.474
C -3.787 3.234 -0.438
C -2.839 4.135 -0.913
C -1.645 3.674 -1.440
C -1.386 2.310 -1.485
C -0.107 1.826 -2.070
O 0.689 2.606 -2.552
C 0.181 0.368 -2.047
C 1.388 -0.097 -2.557
C 1.682 -1.449 -2.511
C 0.772 -2.344 -1.955
C -0.437 -1.887 -1.459
C -0.740 -0.531 -1.507
H -4.267 1.174 -0.100
H -4.724 3.595 -0.034
H -3.036 5.199 -0.872
H -0.911 4.376 -1.814
H 2.098 0.598 -2.985
H 2.624 -1.809 -2.906
H 1.008 -3.399 -1.912
H -1.144 -2.585 -1.030
O -2.765 -5.899 4.768
C -2.874 -4.701 4.601
C -3.659 -4.161 3.459
C -4.291 -5.040 2.588
C -5.055 -4.547 1.543
C -5.194 -3.174 1.364
C -4.552 -2.295 2.220
C -3.778 -2.782 3.265
C -3.080 -1.827 4.165
O -3.140 -0.630 3.966
C -2.312 -2.366 5.319
C -1.683 -1.486 6.191
C -0.992 -1.974 7.288
C -0.927 -3.345 7.518
C -1.541 -4.227 6.644
C -2.231 -3.743 5.539
H -4.189 -6.108 2.728
H -5.551 -5.233 0.867
H -5.801 -2.791 0.554
H -4.657 -1.228 2.075
H -1.737 -0.420 6.016
H -0.506 -1.287 7.968
H -0.394 -3.725 8.381
H -1.486 -5.293 6.824

What are the Mulliken partial charges on each atom? They are as follows, in elementary charge units: -0.3921 0.4166 -0.4697 -0.2936 0.4918 -0.0631 -0.1572 0.2930 -0.3810 0.3145 -0.5003 -0.1518 0.2746 0.2519 0.3594 -0.6828 0.5119 0.3439 -0.5375 -0.5741 -0.4670 -0.6172 0.2898 0.5002 -0.7106 0.2679 -0.7017 -0.5453 -0.5052 -0.6088 0.3156 0.4524 0.4079 0.3994 0.4867 0.6397 0.4238 0.4006 0.5259 -0.6650 0.5607 0.2874 -0.6038 -0.5067 -0.4747 -0.4467 0.1490 0.5173 -0.6821 0.1911 -0.5423 -0.4652 -0.4615 -0.5548 0.1829 0.4762 0.4040 0.4040 0.4883 0.4687 0.3982 0.3989 0.4678



Molecular formula: C30H20ClN5O5RhS2
Method: DFT, the ωB97M-V functional and the def2-TZVPD basis

Properties
- HOMO energy (alpha / beta) (eV) = -4.76 / -4.76
- total charge = -1
- LUMO (alpha / beta) (eV) = 1.3 / 1.3
- Kohn-Sham gap (alpha / beta) (eV) = 6.1 / 6.1
- spin multiplicity = 1

Atoms and positions in Å:
Rh -0.824 -1.521 -0.920
O 0.005 3.250 -1.392
C 1.271 3.099 -1.800
C 2.109 4.214 -1.820
C 3.421 4.102 -2.235
C 3.925 2.876 -2.651
C 3.111 1.762 -2.635
C 1.783 1.849 -2.212
C 0.944 0.654 -2.127
O -0.237 0.725 -1.644
N 1.455 -0.490 -2.561
N 0.736 -1.561 -2.363
C 0.993 -2.718 -2.955
C 0.213 -3.837 -2.649
C 0.321 -5.075 -3.336
C -0.536 -6.095 -3.040
C -1.499 -5.909 -2.028
C -1.535 -4.700 -1.373
N -0.725 -3.688 -1.653
H -0.401 2.337 -1.370
H 1.705 5.159 -1.492
H 4.063 4.973 -2.222
H 4.953 2.787 -2.977
H 3.484 0.794 -2.936
H 1.782 -2.773 -3.694
H 1.074 -5.184 -4.101
H -0.489 -7.036 -3.570
H -2.191 -6.693 -1.762
H -2.262 -4.536 -0.586
S -4.218 -1.454 -0.884
C -3.386 -2.110 0.533
C -4.156 -2.466 1.630
C -3.550 -3.004 2.762
C -4.313 -3.393 3.877
N -4.950 -3.740 4.769
C -2.145 -3.197 2.764
C -1.398 -2.836 1.642
C -1.986 -2.259 0.528
S -2.777 -1.257 -2.259
C -1.486 -3.711 3.892
N -0.915 -4.128 4.799
H -5.225 -2.320 1.599
H -0.326 -2.982 1.669
C 2.996 3.798 2.468
C 1.593 4.008 1.991
C 1.140 5.248 1.586
C -0.181 5.409 1.200
Cl -0.733 6.975 0.706
C -1.057 4.344 1.210
C -0.607 3.092 1.595
C 0.716 2.911 1.975
O 1.273 1.735 2.378
C 0.456 0.608 2.589
C -0.056 -0.075 1.296
O -1.217 0.173 0.931
O 0.694 -0.894 0.725
H 3.590 4.704 2.370
H 3.459 2.993 1.900
H 2.982 3.492 3.515
H 1.817 6.089 1.566
H -2.083 4.474 0.904
H -1.282 2.254 1.545
H -0.417 0.858 3.207
H 1.096 -0.102 3.122

What are the Mulliken partial charges on each atom? They are as follows, in elementary charge units: -0.8093 -0.6307 0.1827 -0.5520 -0.4880 -0.7129 -0.4054 0.1579 1.0904 -0.7411 -1.1233 0.7602 -0.8841 1.0034 -1.0470 -0.0931 -1.0269 -0.1042 0.2700 0.3988 0.4658 0.3884 0.3818 0.4451 0.3329 0.4022 0.4119 0.4143 0.4755 -0.2381 1.7308 -0.9165 0.7156 -0.0901 -0.5824 0.4702 0.4941 -0.7810 -0.2066 -0.3403 -0.6038 0.4980 0.4818 -1.6148 1.1585 -0.8839 0.4009 -0.2799 -1.0481 -0.6512 0.8700 -0.4696 -1.3543 1.3194 -0.5086 -0.6737 0.4013 0.2995 0.3307 0.3508 0.4463 0.4941 0.3958 0.4219



Molecular formula: C30H21BrCoF9N5O5
Method: DFT, the ωB97M-V functional and the def2-TZVPD basis

Properties
- HOMO energy (alpha / beta) (eV) = -8.36 / -8.36
- LUMO (alpha / beta) (eV) = -0.7 / -0.6
- ⟨S²⟩ = 0.76
- ΔE to the lowest compared entry with this formula, charge and spin (eV) = 0.000
- Kohn-Sham gap (alpha / beta) (eV) = 7.7 / 7.7
- spin multiplicity = 2

Atoms and positions in Å:
Co 0.193 0.183 0.126
O -3.597 4.541 4.004
C -3.019 3.379 4.571
C -2.431 2.529 3.480
C -1.991 1.245 3.761
C -1.404 0.487 2.763
N -1.275 0.946 1.516
C -1.712 2.177 1.233
C -2.285 3.005 2.186
C -1.536 2.608 -0.184
C -2.177 3.726 -0.702
C -1.996 4.058 -2.036
C -2.644 5.283 -2.633
O -3.767 5.741 -1.911
C -1.186 3.236 -2.810
C -0.589 2.139 -2.221
N -0.751 1.830 -0.935
H -3.952 5.086 4.711
H -3.762 2.790 5.118
H -2.221 3.643 5.275
H -2.078 0.825 4.755
H -0.992 -0.495 2.971
H -2.608 4.005 1.945
H -2.825 4.332 -0.087
H -2.886 5.093 -3.683
H -1.922 6.103 -2.616
H -4.485 5.110 -2.021
H -1.024 3.434 -3.861
H 0.025 1.455 -2.788
N 2.449 1.734 1.471
C 1.526 1.301 0.935
H 3.271 2.065 1.928
Br 3.804 -7.315 1.123
C 2.914 -5.693 1.533
C 2.281 -5.559 2.759
C 1.630 -4.372 3.053
C 1.612 -3.328 2.133
C 2.255 -3.487 0.912
C 2.909 -4.670 0.601
C 0.865 -2.053 2.468
O 0.303 -1.980 3.566
O 0.885 -1.128 1.587
H 2.294 -6.375 3.468
H 1.121 -4.234 3.997
H 2.233 -2.672 0.202
H 3.405 -4.795 -0.352
N -0.526 -5.973 -0.846
C -0.785 -4.872 -1.041
C -1.151 -3.507 -1.319
C -1.991 -3.208 -2.381
C -2.332 -1.884 -2.583
C -1.804 -0.922 -1.742
N -0.967 -1.202 -0.737
C -0.660 -2.481 -0.524
H -2.363 -3.994 -3.023
H -2.992 -1.590 -3.385
H -2.069 0.114 -1.870
H 0.012 -2.686 0.289
F 1.521 -1.732 -3.562
C 2.704 -1.520 -2.976
F 2.996 -2.622 -2.266
F 3.617 -1.412 -3.953
C 2.633 -0.279 -2.023
O 1.507 -0.384 -1.328
C 3.933 -0.283 -1.125
F 4.220 0.964 -0.686
F 3.763 -1.036 -0.044
F 5.024 -0.724 -1.767
C 2.711 1.014 -2.897
F 1.865 0.939 -3.945
F 2.343 2.091 -2.184
F 3.928 1.258 -3.395

What are the Mulliken partial charges on each atom? They are as follows, in elementary charge units: -0.3234 -0.5020 -0.5888 0.5988 -1.4244 -0.4448 0.6204 0.3455 -0.9096 0.9520 -1.1254 0.6438 -0.8382 -0.5244 -1.4756 -0.4871 0.6902 0.3061 0.3468 0.3095 0.4904 0.4637 0.4849 0.7106 0.4122 0.2733 0.3179 0.5012 0.5522 -0.1831 0.7229 0.2142 -0.2223 0.0266 -0.4819 -0.7117 -0.2601 0.9797 -0.6860 0.0262 -0.8120 -0.1300 0.4340 0.4849 0.2158 0.5929 -0.5230 -0.1245 0.2568 -0.4944 -1.0874 -0.1247 0.6859 -0.2184 0.5162 0.4852 0.4073 0.4552 -0.2441 0.2505 -0.1732 -0.2780 0.8673 -0.1413 0.2468 -0.3042 -0.1100 -0.2886 0.1575 -0.2836 -0.2372 -0.2819



Molecular formula: C30H21CaClF9N4O6PS5Se2
Method: DFT, the ωB97M-V functional and the def2-TZVPD basis

Properties
- HOMO energy (eV) = -3.35
- total charge = -2
- LUMO (eV) = 3.9
- ΔE to the lowest compared entry with this formula, charge and spin (eV) = 0.626
- Kohn-Sham gap (eV) = 7.2
- spin multiplicity = 1

Atoms and positions in Å:
Ca -1.675 -0.089 -0.053
Se -0.602 -0.245 2.694
P 1.556 -0.335 2.533
Se 2.414 -1.284 0.824
C 2.217 1.358 2.733
C 2.648 2.080 1.629
C 3.053 3.401 1.776
C 3.046 3.997 3.026
C 2.627 3.273 4.137
C 2.205 1.962 3.989
C 2.197 -1.140 4.053
C 1.363 -1.679 5.022
C 1.905 -2.287 6.151
C 3.279 -2.352 6.317
C 4.117 -1.812 5.347
C 3.579 -1.214 4.221
H 2.641 1.608 0.654
H 3.344 3.971 0.904
H 3.342 5.034 3.133
H 2.606 3.739 5.115
H 1.848 1.409 4.851
H 0.291 -1.618 4.886
H 1.245 -2.708 6.900
H 3.699 -2.823 7.198
H 5.193 -1.862 5.469
H 4.228 -0.810 3.452
F -0.868 4.195 -2.789
C -1.111 2.927 -2.471
F -2.409 2.687 -2.610
F -0.437 2.146 -3.307
S -0.587 2.562 -0.698
O -1.838 2.314 0.008
O 0.215 1.360 -0.812
N 0.253 3.775 -0.243
S -0.376 5.091 0.402
O -1.628 5.478 -0.179
O 0.669 6.057 0.541
C -0.801 4.584 2.163
F -0.254 3.426 2.494
F -0.352 5.523 3.006
F -2.121 4.498 2.312
F -1.568 -7.616 0.175
C -2.419 -6.879 0.919
F -2.195 -7.229 2.203
F -3.660 -7.295 0.614
C -2.226 -5.407 0.699
C -0.988 -4.842 0.965
C -0.834 -3.482 0.768
N -1.823 -2.701 0.329
C -3.007 -3.253 0.071
C -3.256 -4.608 0.245
H -0.159 -5.438 1.322
H 0.113 -2.993 0.971
H -3.778 -2.579 -0.279
H -4.233 -5.013 0.027
S -2.178 1.445 -7.556
C -1.658 0.602 -6.207
S -2.766 0.166 -4.952
C -1.511 -0.690 -4.081
N -0.372 -0.635 -4.688
N -0.447 0.102 -5.865
C 0.792 0.196 -6.567
C 1.019 1.139 -7.565
C 2.253 1.185 -8.201
C 3.269 0.308 -7.858
C 3.039 -0.621 -6.853
C 1.817 -0.682 -6.208
S -1.847 -1.519 -2.620
H 0.241 1.830 -7.838
H 2.412 1.928 -8.973
H 4.228 0.354 -8.358
H 3.822 -1.309 -6.557
H 1.646 -1.392 -5.415
Cl -4.301 -0.903 3.434
C -4.977 0.365 2.356
C -4.970 -0.085 0.887
O -6.038 -0.070 0.287
O -3.821 -0.381 0.424
H -4.349 1.246 2.483
H -5.992 0.561 2.684

What are the Mulliken partial charges on each atom? They are as follows, in elementary charge units: 1.2654 -0.3278 1.0630 -0.4488 0.4174 -0.2445 -0.5916 -0.4603 -0.6904 -0.5669 0.0258 -0.2049 -0.6385 -0.3691 -0.6679 -0.4438 0.3000 0.3319 0.3600 0.3587 0.4014 0.2613 0.3842 0.3503 0.3686 0.3594 -0.2404 0.6244 -0.2261 -0.1337 1.1187 -0.7760 -0.6283 -0.3485 1.1552 -0.6488 -0.6898 0.5541 -0.0409 -0.2615 -0.2458 -0.2599 0.7612 -0.2616 -0.2929 0.6415 -1.1147 -0.2160 0.4782 -0.3972 -0.9271 0.4291 0.0876 0.6067 0.4513 -0.4451 0.2786 -0.1436 -0.1132 -0.6603 0.6100 0.5480 -0.4178 -0.6823 -0.4155 -0.5532 -0.2796 -0.2274 0.1954 0.3364 0.3596 0.3475 0.4630 -0.2301 -0.1176 0.1595 -0.6933 -0.5100 0.0799 0.3192



Molecular formula: C30H21Cl5GeN2OS4V
Method: DFT, the ωB97M-V functional and the def2-TZVPD basis

Properties
- HOMO energy (alpha / beta) (eV) = -5.37 / -5.37
- total charge = -1
- LUMO (alpha / beta) (eV) = 2.2 / 2.0
- ⟨S²⟩ = 2.05
- ΔE to the lowest compared entry with this formula, charge and spin (eV) = 2.045
- Kohn-Sham gap (alpha / beta) (eV) = 7.6 / 7.3
- spin multiplicity = 3

Atoms and positions in Å:
V 1.539 -0.536 0.975
Cl -0.079 -0.897 4.315
C 1.630 -0.809 4.150
C 2.217 -0.817 2.867
C 3.622 -0.870 2.927
Cl 4.490 -0.969 1.440
C 4.377 -0.870 4.094
Cl 6.097 -0.971 4.040
C 3.737 -0.789 5.321
Cl 4.642 -0.719 6.782
C 2.351 -0.774 5.344
Cl 1.535 -0.724 6.862
O 4.148 -1.779 -4.855
C 3.534 -1.623 -3.835
S 2.718 -2.947 -2.957
C 2.108 -1.834 -1.653
C 2.147 0.326 -0.879
S 2.601 1.454 0.314
S 1.784 0.464 -3.835
S 1.937 -2.575 -0.001
C 0.001 -1.502 -4.297
N 0.610 -0.622 -3.309
C 3.303 -0.311 -3.116
C 3.063 -0.622 -1.641
N 0.886 0.030 -1.032
C 0.770 -1.095 -1.947
H 0.734 -1.967 -4.960
H -0.709 -0.931 -4.901
H -0.548 -2.287 -3.777
H 4.104 0.400 -3.313
H 4.005 -0.814 -1.134
H -0.096 -1.706 -1.697
C -1.787 -2.300 1.782
Ge -0.924 -0.614 1.116
C -1.640 0.941 2.160
C -3.012 1.131 2.302
C -3.520 2.247 2.955
C -2.657 3.204 3.465
C -1.286 3.039 3.322
C -0.788 1.917 2.678
C -2.058 -0.332 -0.548
C -2.838 -1.377 -0.989
C -3.529 -1.345 -2.217
C -3.405 -0.270 -3.046
C -2.636 0.847 -2.647
C -2.462 1.956 -3.510
C -1.735 3.042 -3.119
C -1.186 3.086 -1.822
C -1.324 2.023 -0.977
C -2.008 0.844 -1.370
H -2.863 -2.161 1.906
H -1.365 -2.629 2.727
H -1.614 -3.091 1.050
H -3.689 0.392 1.886
H -4.592 2.373 3.059
H -3.050 4.080 3.968
H -0.606 3.787 3.713
H 0.287 1.796 2.572
H -2.916 -2.277 -0.392
H -4.133 -2.197 -2.511
H -3.892 -0.253 -4.016
H -2.914 1.920 -4.497
H -1.585 3.874 -3.796
H -0.634 3.962 -1.504
H -0.899 2.074 0.013

What are the Mulliken partial charges on each atom? They are as follows, in elementary charge units: -0.6825 -0.1812 1.2675 -1.1417 1.4334 -0.2791 -0.6920 -0.2054 0.7208 -0.2156 -0.5090 -0.2120 -0.6246 0.2749 -0.2921 1.0507 0.6375 -0.3209 -0.2417 -0.4771 -1.0020 0.7825 0.0532 -1.0677 -0.5005 -1.8355 0.2496 0.2947 0.3578 0.6348 0.3292 1.0498 -1.8361 2.1376 -0.1574 -0.1698 -0.7455 -0.4746 -0.8488 0.3105 -0.6453 -0.0399 -0.8881 -0.8914 1.1229 -0.8463 -0.6580 -0.8631 -0.2968 0.8054 0.4353 0.4249 0.4243 0.2262 0.3771 0.3594 0.4135 0.2032 0.3443 0.3974 0.3501 0.3659 0.3707 0.4285 0.2076



Molecular formula: C30H21ClN3O2PRh
Method: DFT, the ωB97M-V functional and the def2-TZVPD basis

Properties
- HOMO energy (alpha / beta) (eV) = -16.97 / -17.57
- total charge = +3
- LUMO (alpha / beta) (eV) = -9.0 / -12.4
- ⟨S²⟩ = 6.02
- Kohn-Sham gap (alpha / beta) (eV) = 7.9 / 5.2
- spin multiplicity = 5

Atoms and positions in Å:
Rh -0.643 -0.205 0.537
O -3.858 -6.562 -0.524
N -3.388 -6.099 -1.539
O -3.472 -6.571 -2.640
C -2.661 -4.796 -1.431
C -2.096 -4.353 -2.572
C -1.377 -3.123 -2.612
C -0.759 -2.621 -3.771
C -0.088 -1.424 -3.718
C -0.043 -0.723 -2.516
N -0.629 -1.173 -1.409
C -1.276 -2.364 -1.444
C -1.857 -2.845 -0.228
N -1.672 -2.068 0.869
C -2.180 -2.452 2.035
C -2.907 -3.627 2.163
C -3.097 -4.432 1.067
C -2.562 -4.062 -0.191
H -2.197 -4.952 -3.468
H -0.812 -3.186 -4.693
H 0.401 -1.018 -4.592
H 0.478 0.225 -2.449
H -2.013 -1.812 2.894
H -3.310 -3.905 3.126
H -3.649 -5.351 1.161
Cl 0.382 -0.327 2.974
C 1.788 0.709 3.141
C 2.538 0.562 4.284
C 3.665 1.363 4.459
C 4.032 2.292 3.496
C 3.277 2.427 2.345
C 2.129 1.642 2.155
P 1.258 1.782 0.633
C 2.178 2.388 -0.729
C 3.375 1.730 -1.072
C 4.129 2.211 -2.122
C 3.696 3.330 -2.833
C 2.509 3.979 -2.498
C 1.737 3.512 -1.453
C -0.434 2.311 0.714
C -1.028 2.693 1.932
C -2.372 3.020 1.956
C -3.134 2.947 0.791
C -2.561 2.549 -0.416
C -1.214 2.232 -0.470
H 2.258 -0.166 5.034
H 4.256 1.251 5.358
H 4.905 2.913 3.643
H 3.563 3.150 1.592
H 3.708 0.865 -0.510
H 5.056 1.722 -2.391
H 4.295 3.705 -3.652
H 2.200 4.860 -3.044
H 0.831 4.033 -1.171
H -0.433 2.761 2.835
H -2.828 3.342 2.883
H -4.183 3.213 0.818
H -3.161 2.517 -1.316
H -0.751 1.981 -1.418

What are the Mulliken partial charges on each atom? They are as follows, in elementary charge units: 0.5295 -0.6034 1.0828 -0.5772 -0.7551 -0.6016 0.9949 -0.4358 -1.2449 0.1309 -0.2203 -0.0208 0.3677 -0.4005 0.0145 -1.0603 -0.1217 0.6627 0.6246 0.5297 0.4789 0.3742 0.4426 0.4529 0.6574 0.0315 0.4592 -0.6068 -0.5551 -0.8124 -0.5051 0.1204 1.1826 0.7351 -0.4543 -0.7901 -0.4521 -0.7637 -0.2684 -0.2258 -0.2853 -0.8438 -0.5980 -0.7961 0.2036 0.5056 0.4545 0.4601 0.5358 0.5104 0.4549 0.4587 0.4644 0.4860 0.5568 0.4925 0.4872 0.5162 0.5396



| no. | E_tot (Ha) |
| --- | --- |
| 1 | -5316.822691 |
| 2 | -3172.403542 |
| 3 | -6661.452051 |
| 4 | -10998.422373 |
| 5 | -8255.294029 |
| 6 | -2381.522094 |